[1]
{
  "formula": "C6H15N5",
  "method": "wB97M-V/def2-TZVPD",
  "spin_multiplicity": 1,
  "e_lumo_ev": -9.205,
  "gap_ev": 8.36,
  "total_charge": 2,
  "e_homo_ev": -17.6,
  "elements": ["C", "C", "C", "C", "C", "C", "N", "N", "N", "N", "N", "H", "H", "H", "H", "H", "H", "H", "H", "H", "H", "H", "H", "H", "H", "H"],
  "xyz": [[3.50467, -0.02646, -0.60184], [1.35873, 1.68751, 0.96255], [-1.85486, 1.12226, 0.22516], [-0.92353, -0.01109, -1.67354], [-1.91577, -1.27171, -0.00797], [0.17960, -0.38480, 0.45310], [1.73278, -1.89116, 0.42001], [0.53446, -1.66758, 0.41833], [2.40346, -0.02713, -0.13209], [1.24195, 0.55650, 0.11180], [-1.09299, -0.07055, -0.24812], [4.45988, -0.42589, -0.74807], [1.63916, 1.56328, 1.99696], [2.12226, 2.49282, 0.69106], [0.33829, 2.05056, 0.84535], [-1.98117, 1.01233, 1.37286], [-1.29052, 2.02333, -0.21291], [-2.89458, 1.08436, -0.21307], [-1.62723, -0.72697, -2.04841], [-1.21060, 0.90226, -2.17721], [0.04678, -0.28547, -2.11615], [-2.92383, -1.20073, -0.30867], [-1.61094, -2.17269, -0.40363], [-2.03145, -1.34853, 1.05250], [-0.26451, -0.09917, 2.05543], [2.05996, -2.88529, 0.28659]],
  "atomic_forces_ev_per_a": [[-5.54, 0.72, 2.13], [0.08, 3.43, 0.32], [-0.38, 1.12, 0.82], [0.27, -0.33, -3.65], [-1.89, 0.43, 2.39], [-0.57, 5.16, 4.80], [0.43, -1.01, 0.58], [0.29, -4.42, -0.84], [6.18, 0.76, -3.21], [0.03, -1.45, 0.04], [-0.28, -1.50, 0.42], [1.31, -0.34, -0.26], [-0.36, -1.10, 0.56], [-1.18, -1.23, -0.74], [0.48, 0.95, 0.81], [0.48, 0.69, -1.91], [-1.17, -1.09, 1.25], [1.29, -0.01, 0.25], [-0.16, -0.30, -0.69], [0.08, 0.63, 0.59], [-0.08, 0.00, 0.86], [-1.10, 1.09, -0.95], [1.47, -1.51, -0.89], [0.26, -0.43, 0.84], [1.21, -0.81, -3.89], [-1.15, 0.55, 0.39]],
  "lowdin_charge": [0.350, -0.018, 0.026, 0.006, -0.023, -0.300, 0.190, 0.059, 0.034, -0.085, -0.326, 0.121, 0.109, 0.151, 0.071, 0.144, 0.138, 0.147, 0.111, 0.126, 0.133, 0.121, 0.097, 0.111, 0.337, 0.170]
}

***

[2]
{
  "formula": "C4H9NSSi",
  "method": "wB97M-V/def2-TZVPD",
  "spin_multiplicity": 1,
  "e_lumo_ev": [-1.968, -1.967],
  "gap_ev": [7.20, 7.20],
  "total_charge": 0,
  "e_homo_ev": [-9.2, -9.2],
  "elements": ["C", "C", "C", "C", "N", "Si", "S", "H", "H", "H", "H", "H", "H", "H", "H", "H"],
  "xyz": [[-2.68990, 0.47746, 0.68743], [1.08806, -1.04062, 1.18669], [0.70344, -1.57667, -1.94990], [-0.38476, 2.27633, 0.44991], [-3.82758, 0.37329, 0.80937], [0.33117, -0.44675, -0.43331], [0.65905, 1.55384, -0.82923], [0.81348, -2.14033, 1.43148], [2.25707, -1.05375, 1.06637], [0.77969, -0.53484, 2.02053], [1.80440, -1.40497, -2.18952], [0.46843, -2.58825, -1.62612], [0.01141, -1.13837, -2.74180], [-1.13705, 3.04501, 0.10362], [0.33939, 2.66605, 1.26106], [-1.21629, 1.53258, 0.75341]],
  "atomic_forces_ev_per_a": [[1.98, -0.98, -0.69], [1.35, -3.58, -1.95], [-0.54, 2.05, 0.50], [-0.61, 1.03, 1.81], [-1.26, 0.00, 0.19], [1.02, -0.35, 0.11], [-0.87, 0.03, -0.60], [0.36, 1.62, -0.69], [-2.19, 0.33, 0.11], [-0.54, 1.74, 2.03], [-1.44, -0.35, 0.20], [0.12, -0.13, -0.53], [1.09, -1.04, 0.68], [1.59, -0.22, -0.26], [-1.65, -0.56, -1.10], [1.60, 0.42, 0.19]],
  "lowdin_charge": [-0.333, -0.223, -0.217, -0.543, -0.108, 0.526, 0.615, 0.069, 0.089, -0.021, 0.062, 0.020, 0.051, 0.059, 0.059, -0.106]
}

***

[3]
{
  "formula": "C2H2CdFO",
  "method": "wB97M-V/def2-TZVPD",
  "spin_multiplicity": 1,
  "e_lumo_ev": [-7.889, -7.889],
  "gap_ev": [6.83, 6.83],
  "total_charge": 1,
  "e_homo_ev": [-14.7, -14.7],
  "elements": ["C", "C", "F", "O", "H", "H", "Cd"],
  "xyz": [[0.28067, -0.24530, -0.39711], [1.15301, 0.89982, -0.29305], [-0.28276, -0.38440, -1.63259], [-0.26896, 0.92497, 0.30766], [1.26746, 1.54366, -1.16746], [1.94375, 0.93446, 0.45961], [-0.54806, -0.73136, 1.54493]],
  "atomic_forces_ev_per_a": [[-1.10, -0.51, -1.58], [-0.11, 0.16, 1.29], [0.48, -0.40, 1.48], [1.27, 2.72, -1.74], [-0.36, -0.20, 0.28], [-0.26, 0.07, -0.32], [0.07, -1.84, 0.60]],
  "lowdin_charge": [-0.485, -0.021, 0.042, -0.276, 0.140, 0.114, 1.486]
}